The following is a quantum chemistry calculation of a molecular structure, C37H47N6NaO2, from the OMol25 dataset.

F_max = 1.42 eV Å⁻¹
frontier orbital gap = 4.72 eV
charge = -2
ΔE to the lowest compared entry with this formula, charge and spin = 18.6 kJ/mol
molar mass = 630.8 u
HOMO = -0.851 eV

Element x y z (Å)
Na -0.12986 0.37406 0.32707
O -1.67269 -2.27343 0.86963
C -2.65463 -2.52262 0.17639
C -3.51595 -3.64704 0.48764
C -4.56865 -4.01179 -0.28486
C -4.90523 -3.27118 -1.44608
C -4.21098 -2.15492 -1.75151
C -3.03478 -1.68637 -1.00862
C -1.64213 -0.21266 -2.41987
N -0.55579 0.42002 -2.40477
C -0.60318 1.81055 -2.76090
C 0.70295 2.51924 -2.40202
N 0.84560 2.63769 -0.99621
C 0.97558 3.79068 -0.48712
C 1.05184 4.07961 0.90864
C 1.24997 5.40138 1.31196
C 1.28166 5.77657 2.63573
C 1.08467 4.79232 3.61036
C 0.88580 3.49007 3.25936
C 0.86941 3.03501 1.89355
O 0.70793 1.82909 1.61745
H -3.27192 -4.20032 1.38549
H -5.18094 -4.87094 -0.01973
H -5.74507 -3.59061 -2.05337
H -4.50102 -1.55808 -2.61053
H -2.57381 0.26748 -2.75976
H -1.43759 2.30752 -2.24750
H -0.75808 1.91109 -3.84843
H 0.72178 3.51053 -2.90866
H 1.53546 1.92209 -2.78840
H 1.02577 4.68586 -1.15415
H 1.38655 6.15832 0.54252
H 1.43889 6.81123 2.92100
H 1.07734 5.08043 4.65862
H 0.72374 2.73463 4.01697
C 3.71681 0.20665 -0.03048
N 2.57858 -0.65502 -0.20905
C 2.34495 -0.88335 -1.61572
C 2.68328 -1.91156 0.49684
C 2.82342 -1.76563 2.01468
N 1.69360 -1.11961 2.64493
C 2.07889 -0.26977 3.74402
C 0.66681 -2.06020 3.02026
H 4.67332 -0.28272 -0.30537
H 3.77207 0.54588 0.99781
H 3.58363 1.08434 -0.65526
H 2.14383 0.06802 -2.09271
H 1.46958 -1.50951 -1.74607
H 3.21288 -1.35995 -2.11137
H 3.55913 -2.50531 0.14251
H 1.77956 -2.47075 0.26831
H 3.72223 -1.18482 2.23337
H 2.98494 -2.77837 2.44086
H 2.64169 -0.80872 4.53702
H 1.18436 0.16266 4.18505
H 2.68831 0.55042 3.36932
H 1.05372 -2.85259 3.69619
H 0.24795 -2.51842 2.13293
H -0.13916 -1.53308 3.52381
C -1.73901 -2.64510 -5.59710
C -0.46884 -2.19076 -4.87154
C 0.10322 -3.27262 -3.99061
C 0.90948 -4.19762 -4.62855
C 1.55314 -5.22301 -3.96060
C 1.36751 -5.30345 -2.58773
C 0.57219 -4.41052 -1.91047
C 0.36842 -4.61919 -0.43486
C -0.55631 -5.81034 -0.17992
C -0.09778 -3.32741 -2.57070
N -0.70821 -2.43297 -1.79274
C -1.80651 -1.67437 -2.15091
C -3.29910 -0.27633 -0.51021
C -4.52366 0.37679 -0.54387
C -4.29780 1.63326 0.04308
C -2.96220 1.64332 0.39833
N -2.35090 0.48716 0.06843
H -2.11629 -1.85641 -6.25066
H -2.52124 -2.91210 -4.88771
H -1.52819 -3.52691 -6.20253
H -0.66496 -1.29641 -4.28544
H 0.27357 -1.93018 -5.63623
H 1.05443 -4.09741 -5.70108
H 2.18782 -5.92688 -4.48672
H 1.85951 -6.09486 -2.02882
H -0.08933 -3.72111 -0.02344
H 1.33249 -4.80861 0.04998
H -1.48860 -5.66870 -0.72080
H -0.78526 -5.89663 0.88147
H -0.09770 -6.74259 -0.51610
H -2.32134 -2.09172 -3.04084
H -5.46561 -0.00074 -0.92017
H -5.02285 2.41925 0.20306
H -2.39356 2.42211 0.88519


The following is a quantum chemistry calculation of a molecular structure, C37H47N8O4PS4Sr, from the OMol25 dataset.

F_max = 1.43 eV Å⁻¹
frontier orbital gap = 7.31 eV
ΔE to the lowest compared entry with this formula, charge and spin = 0.0 kJ/mol
molar mass = 914.7 u
HOMO = -6.836 eV

Element x y z (Å)
Sr 0.33197 1.23700 -0.71580
C 0.25699 4.97276 6.74633
C 0.10329 3.95022 5.65297
C -1.11777 3.32462 5.41798
C -1.25179 2.39082 4.40414
C -0.15976 2.07664 3.61031
C 1.06645 2.68435 3.82986
C 1.18917 3.61613 4.84888
S -0.36142 0.90444 2.29271
O 0.97140 0.75195 1.71338
O -0.96037 -0.29025 2.84496
N -1.21019 1.64371 1.21913
C -2.42688 1.25570 0.70083
C -3.49391 0.74068 1.45223
C -4.65493 0.41043 0.78932
C -4.74079 0.58680 -0.59203
C -3.63662 1.09372 -1.24774
N -2.50777 1.43338 -0.62452
H -0.64622 5.04526 7.35015
H 0.46410 5.95881 6.32678
H 1.08828 4.71591 7.40396
H -1.97138 3.56918 6.03861
H -2.20195 1.90250 4.22752
H 1.90814 2.42042 3.20265
H 2.14597 4.09541 5.02102
H -3.37452 0.59201 2.51485
H -5.49725 0.01131 1.34165
H -5.63732 0.33156 -1.13897
H -3.64174 1.23942 -2.32340
C 3.27528 -0.62648 -2.57890
C 3.77714 0.27411 -1.50395
N 3.09255 1.25613 -1.00446
C 3.79870 1.94509 -0.04557
C 5.04273 1.45748 0.20163
S 5.35269 0.11730 -0.81400
C 3.17017 3.12177 0.56540
C 3.76864 4.07889 1.32323
S 2.63254 5.29158 1.73087
C 1.39713 4.41735 0.88479
N 1.83506 3.33337 0.32899
C -0.01937 4.86977 0.81325
H 2.99580 -0.03397 -3.45122
H 2.37205 -1.12763 -2.22728
H 4.02339 -1.36580 -2.86079
H 5.77387 1.80974 0.90906
H 4.80346 4.15679 1.61100
H -0.11792 5.92995 1.04006
H -0.62159 4.29355 1.51876
H -0.39106 4.65913 -0.19091
O -0.04832 3.16966 -2.27056
N -0.90929 3.11622 -3.26084
C -1.65002 4.22561 -3.49477
C -2.56785 4.29833 -4.50361
C -2.74118 3.17941 -5.32225
C -1.99540 2.05725 -5.07476
C -1.05967 1.98679 -4.01950
S -0.17699 0.55741 -3.68942
H -1.43692 5.03429 -2.81283
H -3.13192 5.20817 -4.64565
H -3.45329 3.19554 -6.13655
H -2.10005 1.16743 -5.67781
O 0.46625 -1.27003 -0.79037
P 0.40781 -2.75257 -0.67786
N 1.67746 -3.28752 0.23454
C 2.02691 -2.45522 1.41556
C 2.43570 -3.46409 2.49277
C 1.68562 -4.73449 2.09736
C 1.80916 -4.70962 0.57890
N 0.56777 -3.62431 -2.06798
C 1.84215 -4.10075 -2.62487
C 1.59231 -4.18269 -4.13584
C 0.46963 -3.17547 -4.37600
C -0.40565 -3.34243 -3.13952
N -1.06929 -3.19107 -0.09693
C -1.59818 -4.55493 -0.11874
C -3.13165 -4.39130 -0.13695
C -3.36126 -2.90264 -0.40567
C -2.14031 -2.24337 0.22475
H 1.17307 -1.86124 1.74068
H 2.82742 -1.75658 1.16893
H 2.18248 -3.11023 3.49091
H 3.51270 -3.64502 2.46018
H 0.63290 -4.64918 2.37970
H 2.09385 -5.63991 2.54564
H 1.05324 -5.30909 0.07029
H 2.79193 -5.08162 0.26897
H 2.10839 -5.07449 -2.20750
H 2.65442 -3.41090 -2.39041
H 1.26302 -5.18746 -4.40887
H 2.49225 -3.96070 -4.70874
H -0.07464 -3.34754 -5.30344
H 0.86032 -2.15601 -4.39766
H -1.10565 -4.17827 -3.25601
H -0.97414 -2.43521 -2.92603
H -1.28520 -5.11985 0.76540
H -1.22239 -5.08424 -0.99770
H -3.54860 -4.66759 0.83256
H -3.59660 -5.02929 -0.88793
H -4.29961 -2.53771 0.00843
H -3.36098 -2.70037 -1.47915
H -2.25640 -2.12779 1.30641
H -1.91975 -1.26641 -0.19690


The following is a quantum chemistry calculation of a molecular structure, C37H48Br2N2O6SeZr, from the OMol25 dataset.

F_max = 1.77 eV Å⁻¹
frontier orbital gap = 7.40 eV
ΔE to the lowest compared entry with this formula, charge and spin = 22.5 kJ/mol
molar mass = 946.8 u
HOMO = -7.648 eV

Element x y z (Å)
Zr 0.59964 -0.31259 0.49700
C 5.99042 -5.77788 -0.84730
C 5.36890 -4.66335 -1.69772
C 4.79187 -5.28052 -2.97155
C 6.46188 -3.66685 -2.10687
C 4.29171 -3.95501 -0.87547
C 2.94303 -4.08609 -1.14859
C 2.02209 -3.41781 -0.36214
Br 0.18738 -3.57312 -0.84208
C 2.39060 -2.60339 0.69821
O 1.40971 -1.91124 1.38304
C 3.75462 -2.45563 1.00284
C 4.65454 -3.15286 0.20563
C 4.26306 -1.55836 2.13897
C 3.84213 -0.09757 1.91500
C 5.79054 -1.56516 2.22568
C 3.71886 -2.08975 3.47214
H 6.76930 -6.29803 -1.41018
H 5.23552 -6.50912 -0.55189
H 6.44144 -5.37575 0.06190
H 5.59834 -5.73025 -3.55355
H 4.30003 -4.53382 -3.59791
H 4.07002 -6.06929 -2.75196
H 7.18729 -4.16046 -2.75735
H 7.00830 -3.27730 -1.24769
H 6.03885 -2.81973 -2.64951
H 2.58534 -4.66085 -1.98912
H 5.70666 -3.05227 0.42204
H 4.15576 0.26028 0.93403
H 4.27977 0.54598 2.68145
H 2.76380 0.00804 2.01359
H 6.25471 -1.19494 1.30984
H 6.18915 -2.55881 2.44006
H 6.09836 -0.90684 3.04012
H 2.63386 -2.18620 3.46092
H 3.99372 -1.41915 4.29127
H 4.14359 -3.07379 3.68306
O -5.43001 -2.63038 1.47454
C -4.16464 -2.19323 1.34477
C -3.05490 -2.97356 1.65312
C -1.80894 -2.42799 1.46554
N -1.60519 -1.18263 1.00873
C -2.68730 -0.44223 0.75510
Br -2.42955 1.35184 0.26331
C -3.98261 -0.89328 0.89375
H -5.43533 -3.53929 1.78831
H -3.15583 -3.98468 2.02436
H -0.91035 -2.98541 1.68771
H -4.82703 -0.26000 0.67029
O 2.15609 -0.08690 -0.82976
Se 1.23214 -0.13508 -2.30816
O 1.53178 -1.48164 -3.13545
O -0.23899 -0.21876 -1.40236
O 1.29918 1.28941 -3.05538
C 2.71027 5.38051 3.11320
C 2.14264 4.39359 2.12808
C 2.25990 4.60455 0.76290
C 1.71979 3.69738 -0.13779
C 1.81795 3.96027 -1.61335
C 1.06281 2.57461 0.36035
C 0.95810 2.29242 1.73412
C 1.50134 3.25719 2.59795
N 0.37328 1.06249 2.12670
C 0.06954 0.85969 3.57055
C -0.94398 1.90378 4.08432
C -1.23461 1.69293 5.57479
C 0.07586 1.75097 6.36790
C 1.01326 0.62710 5.91490
C 0.33645 -0.72993 6.10424
C -0.94051 -0.75562 5.26606
C -1.89264 0.32737 5.77574
C -0.62662 -0.49281 3.78681
C 1.35075 0.79396 4.43098
H 3.13778 6.24537 2.60762
H 3.49610 4.92472 3.71891
H 1.93960 5.73931 3.79827
H 2.76282 5.48966 0.39068
H 2.30766 4.91689 -1.79072
H 0.83157 3.98426 -2.07893
H 2.37292 3.17475 -2.12392
H 0.59499 1.94816 -0.39949
H 1.44047 3.14189 3.66590
H -1.86322 1.78036 3.50123
H -0.61354 2.92749 3.91775
H -1.90823 2.48140 5.92148
H -0.13143 1.65795 7.43832
H 0.55987 2.72214 6.21952
H 1.93807 0.66532 6.49751
H 0.09427 -0.90292 7.15727
H 1.01746 -1.52686 5.78908
H -1.41952 -1.73675 5.34546
H -2.11497 0.16217 6.83451
H -2.84243 0.28710 5.23252
H -1.56909 -0.48882 3.24610
H -0.00297 -1.30182 3.39461
H 1.91959 -0.07428 4.09550
H 1.99814 1.65254 4.28485